C36H40Br2InN7O as an isolated structure, computed with ωB97M-V/def2-TZVPD.

Each line ends with the Löwdin charge.
Atoms and positions in Å:
In: -0.03 0.16 -0.07  0.879
C: -3.08 1.97 0.41  -0.024
C: -2.05 2.28 1.46  -0.310
C: -2.37 3.17 2.50  0.001
C: -1.49 3.36 3.53  0.016
C: -0.26 2.67 3.55  -0.177
C: 0.69 2.74 4.60  -0.622
Br: 0.35 3.81 6.12  0.839
C: 1.85 2.03 4.53  -0.142
C: 2.12 1.23 3.41  -0.582
Br: 3.73 0.25 3.35  0.861
C: 1.25 1.12 2.35  -0.383
O: 1.51 0.40 1.27  -0.210
C: 0.03 1.84 2.44  -0.125
N: -0.88 1.66 1.43  0.096
H: -4.07 1.95 0.84  0.102
H: -2.88 1.01 -0.06  0.041
H: -3.08 2.74 -0.37  0.086
H: -3.32 3.68 2.48  0.130
H: -1.74 4.02 4.35  0.095
H: 2.57 2.08 5.33  0.109
C: -3.07 -0.39 3.11  -0.015
C: -1.70 -0.83 3.57  -0.209
C: -1.34 -0.69 4.90  -0.021
C: -0.12 -1.14 5.37  -0.037
C: 0.77 -1.76 4.50  -0.030
C: 0.46 -1.91 3.16  -0.208
C: 1.40 -2.62 2.22  -0.021
C: -0.77 -1.42 2.71  -0.204
N: -1.00 -1.47 1.29  0.104
C: -1.76 -2.34 0.75  -0.218
C: -2.53 -3.38 1.49  0.029
C: -1.80 -2.32 -0.77  -0.206
C: -2.51 -3.43 -1.47  0.030
N: -1.19 -1.37 -1.36  0.089
C: -1.02 -1.38 -2.80  -0.231
C: 0.02 -2.15 -3.33  -0.229
C: 0.88 -3.05 -2.47  -0.011
C: 0.23 -2.09 -4.70  -0.031
C: -0.57 -1.31 -5.52  -0.045
C: -1.63 -0.60 -4.97  -0.043
C: -1.88 -0.63 -3.60  -0.226
C: -3.10 0.04 -3.04  -0.017
H: -3.32 0.58 3.54  0.088
H: -3.82 -1.10 3.45  0.100
H: -3.15 -0.32 2.03  0.059
H: -2.04 -0.22 5.59  0.128
H: 0.14 -1.01 6.41  0.120
H: 1.72 -2.14 4.87  0.120
H: 2.33 -2.88 2.72  0.087
H: 1.66 -1.99 1.36  0.050
H: 0.96 -3.54 1.84  0.090
H: -2.32 -3.34 2.55  0.100
H: -2.26 -4.38 1.12  0.106
H: -3.60 -3.25 1.33  0.112
H: -3.54 -3.49 -1.12  0.110
H: -2.04 -4.39 -1.22  0.112
H: -2.50 -3.30 -2.55  0.100
H: 1.01 -2.67 -1.46  0.062
H: 1.86 -3.18 -2.92  0.095
H: 0.43 -4.04 -2.40  0.097
H: 1.04 -2.68 -5.13  0.128
H: -0.39 -1.29 -6.58  0.119
H: -2.29 -0.04 -5.61  0.122
H: -3.49 0.79 -3.72  0.089
H: -2.91 0.50 -2.07  0.034
H: -3.90 -0.70 -2.89  0.100
N: 1.83 0.16 -2.75  0.021
C: 3.08 0.01 -3.21  -0.047
C: 3.87 -0.32 -2.13  -0.011
C: 3.01 -0.35 -1.04  -0.095
N: 1.76 -0.06 -1.42  -0.044
H: 0.99 0.37 -3.27  0.133
H: 3.32 0.15 -4.25  0.136
H: 4.93 -0.50 -2.13  0.116
H: 3.22 -0.53 0.00  0.108
C: -1.33 3.30 -4.63  0.006
N: -1.32 3.52 -3.18  -0.158
C: -1.60 4.88 -2.68  0.007
C: -0.93 2.58 -2.36  -0.210
N: -0.59 1.74 -1.64  0.193
H: -2.31 3.56 -5.02  0.104
H: -1.13 2.25 -4.84  0.078
H: -0.57 3.92 -5.10  0.104
H: -2.59 5.18 -3.00  0.102
H: -0.86 5.57 -3.08  0.104
H: -1.54 4.90 -1.59  0.097

Calculated values
- ΔE to the lowest compared entry with this formula, charge and spin (kJ/mol) = 0.0
- LUMO (eV) = -6.21
- charge = +2
- orbital gap (eV) = 6.19

=====

The molecule C24H30N2O5 at a distorted geometry, computed with ωB97M-V/def2-TZVPD.

Each line ends with the Löwdin charge.
Atoms and positions in Å:
C: 2.68 7.61 -2.84  0.003
C: 2.34 6.21 -2.48  -0.243
O: 1.25 6.02 -1.67  0.103
C: 1.13 4.69 -1.49  -0.152
C: 0.17 4.04 -0.73  -0.102
C: -0.91 4.75 0.00  -0.001
C: 0.27 2.64 -0.70  -0.127
O: -0.68 2.00 0.03  0.145
C: -0.69 0.66 0.17  -0.386
O: -1.60 0.18 0.82  0.092
C: 0.35 -0.12 -0.48  -0.088
C: 0.24 -1.60 -0.23  -0.122
C: -0.74 -2.25 -1.23  -0.066
C: -1.73 -3.20 -0.55  -0.519
O: -1.78 -4.39 -0.80  0.050
N: -2.54 -2.57 0.32  0.069
C: -3.57 -3.26 1.06  -0.149
C: -3.37 -3.17 2.59  -0.172
N: -2.34 -3.98 3.19  -0.170
C: -2.48 -5.41 3.01  -0.166
C: -1.52 -6.11 3.98  -0.198
O: -0.19 -5.71 3.77  -0.131
C: -0.05 -4.32 3.87  -0.196
C: -0.97 -3.59 2.88  -0.170
C: 1.28 0.48 -1.27  -0.135
C: 2.32 -0.28 -2.02  -0.015
C: 1.28 1.93 -1.39  -0.092
C: 2.23 2.63 -2.13  0.052
C: 2.15 4.01 -2.18  -0.100
C: 2.93 5.03 -2.82  -0.176
C: 4.12 4.82 -3.68  -0.024
H: 3.71 7.84 -2.57  0.088
H: 2.56 7.78 -3.91  0.090
H: 2.02 8.29 -2.30  0.086
H: -0.82 5.83 -0.15  0.082
H: -0.85 4.53 1.07  0.093
H: -1.89 4.42 -0.34  0.093
H: 1.21 -2.09 -0.28  0.116
H: -0.14 -1.72 0.78  0.097
H: -0.20 -2.82 -1.99  0.119
H: -1.33 -1.48 -1.74  0.128
H: -2.40 -1.59 0.52  0.103
H: -4.54 -2.83 0.82  0.120
H: -3.56 -4.30 0.73  0.111
H: -3.17 -2.13 2.85  0.120
H: -4.32 -3.47 3.06  0.117
H: -3.51 -5.71 3.23  0.127
H: -2.22 -5.73 1.98  0.127
H: -1.55 -7.19 3.85  0.123
H: -1.82 -5.85 5.01  0.125
H: 1.00 -4.09 3.66  0.123
H: -0.30 -3.99 4.89  0.126
H: -0.87 -2.51 3.00  0.125
H: -0.68 -3.89 1.86  0.119
H: 2.17 -1.35 -1.93  0.072
H: 2.27 -0.02 -3.08  0.096
H: 3.31 -0.04 -1.66  0.099
H: 3.01 2.11 -2.66  0.113
H: 4.53 5.77 -4.03  0.075
H: 4.90 4.29 -3.13  0.086
H: 3.86 4.21 -4.55  0.086

Calculated values
- ΔE to the lowest compared entry with this formula, charge and spin (kJ/mol) = 141.9
- LUMO (eV) = -0.05
- orbital gap (eV) = 8.01
- SMILES = Cc1oc2c(C)c3oc(=O)c(CCC(=O)NCCN4CCOCC4)c(C)c3cc2c1C

=====

CuH12O6 as an isolated structure at a distorted geometry, computed with ωB97M-V/def2-TZVPD.

Each line ends with the Mulliken spin population.
Atoms and positions in Å:
Cu: -0.01 0.24 0.04  0.869
O: -0.21 -1.76 0.89  0.003
H: -0.61 -2.14 1.69  0.000
H: -0.10 -2.40 0.20  0.000
O: 0.38 1.89 -1.18  0.002
H: 0.86 1.67 -2.02  0.000
H: 0.08 2.76 -1.22  0.000
O: -1.83 0.54 1.10  0.021
H: -1.77 0.32 2.03  -0.001
H: -2.74 0.47 0.81  0.000
O: 0.99 0.66 1.80  0.052
H: 0.94 -0.02 2.47  -0.001
H: 1.12 1.55 2.10  -0.001
O: -0.89 -0.47 -1.67  0.031
H: -0.95 0.00 -2.52  0.000
H: -1.44 -1.22 -1.98  0.002
O: 1.84 -0.40 -0.75  0.023
H: 2.55 -0.84 -0.20  -0.001
H: 1.78 -0.84 -1.57  -0.001

Calculated values
- 2S+1 = 2
- ΔE to the lowest compared entry with this formula, charge and spin (kJ/mol) = 33.2
- LUMO (alpha / beta) (eV) = -7.26 / -10.10
- charge = +2
- orbital gap (alpha / beta) (eV) = 13.06 / 9.90

=====

C5H13O5P as an isolated structure at a distorted geometry, computed with ωB97M-V/def2-TZVPD.

Each line ends with the Löwdin charge.
Atoms and positions in Å:
C: -1.96 2.06 0.23  -0.022
C: -2.90 -1.72 0.76  -0.051
C: 2.27 -1.76 -0.95  -0.177
C: 2.97 1.67 0.25  -0.194
C: -1.71 -0.20 -0.53  -0.251
O: -0.20 -0.32 0.44  -0.391
O: -2.36 0.72 0.13  -0.109
O: -2.18 -1.50 -0.41  -0.080
O: 2.09 -1.46 0.41  -0.377
O: 1.70 1.10 0.11  -0.409
P: 1.28 -0.19 1.04  0.761
H: -2.25 2.60 -0.75  0.129
H: -0.88 1.94 0.33  0.069
H: -2.44 2.41 1.23  0.138
H: -3.80 -1.11 0.57  0.106
H: -2.21 -1.29 1.47  0.093
H: -3.05 -2.78 0.71  0.104
H: 1.41 -1.46 -1.63  0.094
H: 2.44 -2.92 -1.21  0.124
H: 3.07 -1.31 -1.40  0.021
H: 2.86 2.72 0.08  0.057
H: 3.58 1.11 -0.63  0.125
H: 3.54 1.62 1.21  0.081
H: -1.27 0.05 -1.46  0.161

Calculated values
- ΔE to the lowest compared entry with this formula, charge and spin (kJ/mol) = 262.5
- LUMO (eV) = 0.75
- orbital gap (eV) = 9.03

=====

C35H26ClINOPPdTe as an isolated structure at a distorted geometry, computed with ωB97M-V/def2-TZVPD.

Each line ends with the Löwdin charge.
Atoms and positions in Å:
Pd: -0.25 -0.74 0.34  0.578
Cl: 4.86 1.46 -4.03  0.675
C: 3.35 1.22 -3.22  -0.626
C: 2.31 2.10 -3.44  -0.167
C: 1.11 1.94 -2.77  -0.628
I: -0.49 3.28 -3.04  0.910
C: 0.87 0.90 -1.87  -0.519
O: -0.25 0.79 -1.27  -0.285
C: 1.94 -0.04 -1.69  -0.172
N: 1.72 -1.07 -0.84  0.009
C: 2.68 -1.91 -0.56  -0.134
C: 3.97 -1.78 -1.10  -0.042
C: 4.23 -0.76 -1.98  -0.016
C: 3.20 0.15 -2.32  -0.182
H: 2.43 2.92 -4.14  0.096
H: 2.44 -2.72 0.13  0.114
H: 4.74 -2.48 -0.81  0.105
H: 5.21 -0.63 -2.41  0.090
C: 1.93 1.46 6.85  -0.088
C: 2.21 0.11 6.64  -0.089
C: 1.89 -0.48 5.43  -0.112
C: 1.31 0.27 4.42  -0.384
C: 1.06 1.62 4.63  -0.081
C: 1.37 2.21 5.84  -0.076
P: 0.82 -0.58 2.86  1.055
C: 1.04 0.88 1.76  -0.452
C: 2.34 1.05 1.27  -0.114
C: 2.67 2.17 0.52  -0.066
C: 1.70 3.12 0.24  -0.074
C: 0.40 2.96 0.71  -0.083
C: 0.06 1.85 1.47  -0.110
C: -1.00 -0.58 3.06  -0.417
C: -1.69 -0.46 4.26  -0.083
C: -3.07 -0.51 4.25  -0.091
C: -3.75 -0.71 3.06  -0.095
C: -3.07 -0.87 1.86  -0.111
C: -1.68 -0.81 1.86  -0.228
H: 2.16 1.91 7.80  0.101
H: 2.66 -0.47 7.43  0.102
H: 2.10 -1.52 5.26  0.096
H: 0.61 2.22 3.85  0.098
H: 1.18 3.27 5.98  0.105
H: 3.09 0.31 1.52  0.106
H: 3.68 2.29 0.14  0.115
H: 1.95 3.99 -0.35  0.110
H: -0.34 3.71 0.48  0.102
H: -0.95 1.75 1.86  0.115
H: -1.15 -0.32 5.19  0.104
H: -3.63 -0.38 5.17  0.102
H: -4.83 -0.75 3.07  0.100
H: -3.62 -1.04 0.95  0.088
C: -1.73 -0.62 -3.15  -0.386
Te: -1.31 -2.23 -1.75  1.370
C: -3.26 -2.90 -2.55  -0.369
C: -3.32 -2.35 -3.94  -0.305
C: -4.08 -2.94 -4.94  -0.042
C: -4.09 -2.40 -6.22  -0.086
C: -3.36 -1.25 -6.50  -0.080
C: -2.61 -0.65 -5.50  -0.031
C: -2.58 -1.21 -4.23  -0.291
H: -0.80 -0.23 -3.56  0.054
H: -2.24 0.19 -2.62  0.069
H: -4.06 -2.47 -1.94  0.061
H: -3.34 -3.98 -2.53  0.053
H: -4.67 -3.82 -4.73  0.112
H: -4.65 -2.88 -7.01  0.101
H: -3.36 -0.84 -7.49  0.102
H: -2.05 0.25 -5.70  0.116

Calculated values
- ΔE to the lowest compared entry with this formula, charge and spin (kJ/mol) = 0.0
- LUMO (eV) = -1.27
- orbital gap (eV) = 5.82

=====

C21H43O16 as an isolated structure at a distorted geometry, computed with ωB97M-V/def2-TZVPD.

Each line ends with the Löwdin charge.
Atoms and positions in Å:
C: 0.30 0.35 -0.56  -0.402
O: -0.39 -0.40 0.38  -0.303
H: 1.06 -0.20 -1.12  0.071
H: -0.41 0.80 -1.25  0.022
H: 0.75 1.27 -0.18  -0.038
C: -0.70 -1.05 -3.96  -0.247
C: -0.89 -1.70 -2.67  -0.238
O: -2.22 -2.02 -2.49  0.055
C: -2.58 -2.23 -1.22  -0.490
O: -1.76 -2.21 -0.25  0.084
O: -3.89 -2.52 -1.18  0.000
C: -4.68 -2.76 0.02  -0.014
H: 0.30 -1.32 -4.29  0.135
H: -0.92 0.02 -3.93  0.101
H: -1.35 -1.54 -4.68  0.117
H: -0.44 -0.94 -2.03  0.083
H: -0.19 -2.52 -2.52  0.187
H: -4.43 -2.00 0.75  0.047
H: -4.52 -3.76 0.41  0.099
H: -5.73 -2.74 -0.28  0.098
C: 0.54 5.63 4.97  -0.074
C: 0.42 4.12 5.11  -0.237
O: 0.95 3.70 3.88  0.012
C: 0.51 2.60 3.30  -0.551
O: -0.07 1.72 3.88  0.142
O: 1.12 2.58 2.08  0.030
C: 0.90 1.49 1.25  -0.097
H: 1.55 6.03 5.02  0.072
H: -0.09 6.20 5.66  0.067
H: 0.21 5.98 3.98  0.077
H: -0.58 3.76 5.32  0.120
H: 0.89 3.73 6.01  0.119
H: -0.10 1.04 1.29  0.115
H: 1.62 0.69 1.43  0.137
H: 1.11 1.80 0.23  0.069
C: 1.87 -2.38 5.96  -0.088
C: 0.99 -1.83 4.91  -0.191
O: 1.68 -2.05 3.65  0.009
C: 1.09 -2.22 2.47  -0.612
O: -0.12 -2.28 2.28  0.115
O: 2.02 -2.14 1.57  0.034
C: 1.74 -1.98 0.20  -0.064
H: 2.91 -2.04 5.98  0.073
H: 2.05 -3.45 5.83  0.079
H: 1.50 -2.05 6.93  0.075
H: 0.76 -0.77 4.98  0.118
H: 0.05 -2.36 4.76  0.121
H: 1.97 -0.98 -0.14  0.062
H: 0.70 -2.18 -0.07  0.084
H: 2.38 -2.54 -0.48  0.087
C: 6.14 -0.49 -5.18  -0.056
C: 5.35 0.12 -4.02  -0.258
O: 4.02 0.54 -4.13  0.034
C: 3.01 -0.18 -3.64  -0.559
O: 3.13 -1.36 -3.32  0.088
O: 1.84 0.40 -3.91  0.068
C: 0.54 -0.04 -3.31  -0.198
H: 5.57 -1.36 -5.49  0.074
H: 7.13 -0.87 -4.93  0.076
H: 6.17 0.33 -5.90  0.074
H: 5.82 1.10 -3.91  0.112
H: 5.54 -0.31 -3.04  0.126
H: 0.25 0.47 -2.40  0.061
H: 0.57 -1.09 -3.02  0.078
H: -0.23 0.13 -4.07  0.004
C: -2.03 2.12 -2.48  -0.006
C: -2.33 0.68 -1.93  -0.224
O: -3.63 0.68 -1.43  0.076
C: -3.82 0.20 -0.20  -0.596
O: -2.97 -0.29 0.58  0.100
O: -5.02 0.39 0.13  0.053
C: -5.66 -0.11 1.29  -0.042
H: -2.36 2.19 -3.52  0.073
H: -0.97 2.32 -2.31  0.074
H: -2.62 2.80 -1.87  0.078
H: -1.50 0.40 -1.29  0.062
H: -2.27 -0.08 -2.70  0.105
H: -5.13 -1.01 1.59  0.063
H: -6.61 -0.61 1.12  0.091
H: -5.83 0.57 2.12  0.101

Calculated values
- ΔE to the lowest compared entry with this formula, charge and spin (kJ/mol) = 2413.8
- LUMO (eV) = 2.74
- charge = -1
- orbital gap (eV) = 5.12

=====

A 4-piece molecular cluster, C4H15N2O5 overall at a distorted geometry, computed with ωB97M-V/def2-TZVPD.

Each line ends with the Löwdin charge.
Atoms and positions in Å:
O: -0.69 -2.13 0.04  -0.039
C: -0.11 -1.02 0.15  -0.435
N: 0.96 -0.93 0.96  0.108
C: 1.93 0.24 1.21  -0.365
O: 1.36 1.45 1.24  -0.298
C: -0.61 0.19 -0.64  -0.364
C: -2.12 0.28 -0.49  -0.050
N: -0.24 0.08 -2.05  0.062
H: 1.23 -1.80 1.40  0.123
H: 2.69 0.16 0.42  0.103
H: 2.33 -0.03 2.20  0.099
H: -0.19 1.09 -0.23  0.104
H: -2.52 1.03 -1.18  0.078
H: -2.62 -0.67 -0.70  0.062
H: -2.40 0.62 0.51  0.079
H: 0.75 -0.12 -2.14  0.076
H: -0.75 -0.68 -2.49  0.046
H: 1.23 2.60 -1.42  -0.002
H: 1.85 2.44 -0.04  -0.015
O: 1.99 2.91 -0.91  -0.129
H: 0.26 1.65 2.47  -0.008
H: -0.78 0.62 2.95  -0.004
O: -0.45 1.50 3.17  -0.133
H: -1.28 -2.57 -1.52  -0.010
H: -2.64 -2.83 -2.20  0.008
O: -1.71 -2.79 -2.39  -0.093

Calculated values
- ΔE to the lowest compared entry with this formula, charge and spin (kJ/mol) = 101.6
- LUMO (eV) = 3.40
- charge = -1
- orbital gap (eV) = 8.41